[1]
{
  "formula": "C18H26N6",
  "method": "wB97M-V/def2-TZVPD",
  "multiplicity": 1,
  "smiles": "c1ccc([C@@H](c2nnnn2C2CCCC2)N2CCCCCC2)nc1",
  "fmax_ev_per_a": 1.6,
  "e_lumo_ev": 0.74,
  "de_lowest_kj_mol": 273.6,
  "elements": ["C", "C", "C", "C", "C", "C", "N", "N", "N", "N", "C", "C", "C", "C", "C", "N", "C", "C", "C", "C", "C", "C", "N", "C", "H", "H", "H", "H", "H", "H", "H", "H", "H", "H", "H", "H", "H", "H", "H", "H", "H", "H", "H", "H", "H", "H", "H", "H", "H", "H"],
  "positions_angstrom": [[-1.882, 1.624, -3.725], [-0.880, 2.455, -3.240], [-0.268, 2.134, -2.043], [-0.694, 0.993, -1.371], [-0.010, 0.566, -0.086], [1.277, -0.004, -0.575], [2.452, 0.578, -0.660], [3.262, -0.296, -1.239], [2.656, -1.371, -1.521], [1.386, -1.239, -1.130], [0.398, -2.282, -1.262], [0.694, -3.160, -2.494], [0.874, -4.585, -1.961], [1.352, -4.376, -0.529], [0.465, -3.231, -0.050], [0.150, 1.690, 0.815], [-1.162, 2.234, 1.145], [-1.189, 3.201, 2.327], [-1.380, 2.506, 3.676], [-0.151, 1.750, 4.174], [0.398, 0.746, 3.164], [1.028, 1.438, 1.944], [-1.640, 0.190, -1.836], [-2.218, 0.504, -2.986], [-2.382, 1.838, -4.656], [-0.581, 3.334, -3.792], [0.523, 2.730, -1.617], [-0.611, -0.252, 0.363], [-0.574, -1.786, -1.340], [1.619, -2.817, -2.957], [-0.107, -3.093, -3.228], [-0.083, -5.111, -1.958], [1.579, -5.158, -2.560], [2.396, -4.059, -0.530], [1.254, -5.267, 0.088], [-0.536, -3.600, 0.175], [0.857, -2.731, 0.836], [-1.888, 1.424, 1.341], [-1.513, 2.762, 0.252], [-0.286, 3.811, 2.332], [-2.037, 3.874, 2.176], [-2.222, 1.813, 3.594], [-1.648, 3.257, 4.423], [-0.417, 1.226, 5.096], [0.639, 2.464, 4.419], [-0.394, 0.067, 2.842], [1.165, 0.144, 3.657], [1.866, 0.850, 1.572], [1.444, 2.400, 2.256], [-2.984, -0.185, -3.320]],
  "lowdin_charge": [-0.062, -0.050, -0.008, -0.257, -0.214, -0.258, 0.081, -0.032, 0.048, -0.016, -0.251, -0.128, -0.187, -0.194, -0.132, -0.114, -0.182, -0.174, -0.211, -0.216, -0.172, -0.175, 0.112, -0.133, 0.100, 0.108, 0.123, 0.153, 0.118, 0.099, 0.110, 0.110, 0.108, 0.109, 0.108, 0.118, 0.114, 0.127, 0.116, 0.115, 0.111, 0.111, 0.107, 0.107, 0.112, 0.110, 0.109, 0.098, 0.120, 0.106]
}

[2]
{
  "formula": "C18H27BF4N2O16P",
  "method": "wB97M-V/def2-TZVPD",
  "multiplicity": 1,
  "fmax_ev_per_a": 0.8,
  "total_charge": 1,
  "e_lumo_ev": -3.95,
  "elements": ["N", "C", "C", "N", "C", "C", "C", "B", "O", "O", "C", "P", "O", "O", "H", "H", "H", "H", "H", "H", "H", "H", "H", "H", "H", "H", "H", "H", "H", "C", "C", "O", "C", "O", "O", "F", "H", "H", "H", "C", "C", "O", "C", "O", "O", "F", "H", "H", "H", "C", "C", "O", "C", "O", "O", "F", "H", "H", "H", "C", "C", "O", "C", "O", "O", "F", "H", "H", "H"],
  "positions_angstrom": [[3.039, -1.366, 0.543], [2.745, 0.007, 0.912], [3.871, 0.974, 0.577], [3.621, 2.389, 0.984], [4.342, 3.209, 0.308], [5.212, 2.458, -0.643], [5.845, 3.185, -1.830], [7.442, 3.061, -1.840], [8.190, 3.266, -0.708], [8.091, 2.766, -3.009], [4.281, 1.246, -0.884], [4.857, -0.199, -1.902], [6.480, -0.051, -1.705], [4.715, 0.451, -3.401], [4.017, -1.587, 0.676], [2.810, -1.545, -0.426], [1.816, 0.312, 0.428], [2.571, 0.033, 1.991], [4.751, 0.663, 1.155], [2.955, 2.697, 1.683], [4.269, 4.282, 0.439], [6.000, 2.084, 0.030], [5.613, 4.251, -1.764], [5.490, 2.778, -2.770], [8.202, 2.562, -0.066], [7.756, 3.274, -3.751], [3.366, 1.618, -1.365], [6.897, 0.195, -2.542], [4.248, 1.287, -3.434], [-1.002, -1.502, -0.585], [-1.357, -2.894, -1.054], [-0.426, -3.100, -2.118], [0.667, -2.351, -1.858], [1.719, -2.448, -2.406], [0.402, -1.447, -0.885], [-2.615, -2.959, -1.548], [-1.520, -0.738, -1.159], [-1.175, -1.337, 0.473], [-1.227, -3.667, -0.305], [-4.390, 2.752, -0.067], [-4.406, 1.361, -0.657], [-3.010, 1.050, -0.708], [-2.395, 1.755, 0.273], [-1.284, 1.550, 0.651], [-3.206, 2.714, 0.750], [-4.908, 1.347, -1.912], [-4.268, 3.512, -0.840], [-5.266, 2.976, 0.527], [-4.917, 0.617, -0.054], [-0.919, -7.202, 0.453], [-2.341, -7.718, 0.516], [-2.987, -6.714, 1.283], [-2.320, -5.550, 1.102], [-2.732, -4.477, 1.390], [-1.109, -5.780, 0.525], [-2.429, -8.900, 1.161], [-0.346, -7.535, 1.318], [-0.395, -7.468, -0.460], [-2.841, -7.804, -0.450], [-8.150, 2.903, 3.875], [-8.719, 3.364, 2.549], [-7.749, 2.882, 1.626], [-7.144, 1.800, 2.184], [-6.459, 1.036, 1.586], [-7.432, 1.720, 3.494], [-8.793, 4.708, 2.454], [-7.451, 3.638, 4.274], [-8.903, 2.667, 4.620], [-9.689, 2.937, 2.294]],
  "lowdin_charge": [0.027, -0.228, -0.258, 0.159, 0.077, -0.268, -0.018, -0.644, 0.182, 0.185, -0.318, 0.919, -0.262, -0.255, 0.070, 0.017, 0.117, 0.121, 0.166, 0.190, 0.170, 0.150, 0.122, 0.093, 0.104, 0.113, 0.141, 0.064, 0.047, -0.031, -0.292, 0.151, -0.556, 0.154, 0.039, 0.091, 0.127, 0.145, 0.134, -0.031, -0.292, 0.111, -0.561, 0.148, 0.087, 0.089, 0.149, 0.117, 0.154, -0.036, -0.307, 0.145, -0.549, 0.181, 0.046, 0.088, 0.146, 0.143, 0.176, -0.035, -0.304, 0.127, -0.547, 0.170, 0.088, 0.087, 0.147, 0.143, 0.176]
}

> What is the formula in the first record?

C18H26N6